C25H24ClLaNO2 | the ωB97M-V functional and the def2-TZVPD basis

```
54
Properties=species:S:1:pos:R:3:forces:R:3
C -2.9067 -0.9804 -0.2808 -0.2 0.3 -0.7
C -2.0662 -1.1647 -1.4268 -0.7 0.6 -0.3
C -1.6421 0.1294 -1.8772 -1.1 -0.2 0.1
H -1.8290 -2.1217 -1.9025 0.0 0.5 0.4
C -2.2427 1.1080 -1.0197 -0.4 -0.7 -0.3
C -3.0005 0.4205 -0.0190 -0.4 -0.1 -0.9
H -3.6571 0.8888 0.7219 0.5 -0.2 -0.2
H -3.4504 -1.7707 0.2431 0.4 0.3 -0.1
H -1.0278 0.3329 -2.7580 -0.2 -0.1 0.5
H -2.2454 2.1842 -1.1908 0.3 -0.3 0.3
La -0.4197 -0.3186 0.4849 3.4 1.6 -0.6
Cl 0.0858 -2.8468 0.5974 0.1 -1.5 0.2
C 3.0726 0.2216 0.1622 -0.5 0.0 -0.7
C 2.5207 1.4359 -0.3520 -0.2 -0.6 -0.1
C 1.8266 1.1336 -1.5568 -0.1 -0.3 0.2
H 2.6901 2.4263 0.0561 -0.2 -0.1 0.0
C 1.9491 -0.2712 -1.7982 0.2 0.2 0.6
C 2.7333 -0.8287 -0.7405 -0.4 0.8 -0.1
H 3.0536 -1.8611 -0.6653 -0.2 0.1 0.1
H 3.7132 0.1274 1.0343 -0.2 0.0 -0.1
H 1.3538 1.8584 -2.2340 0.2 -0.3 0.4
H 1.5819 -0.8066 -2.6783 0.1 0.2 0.4
C 3.7856 1.2790 4.3756 0.2 0.0 -0.1
C 2.7781 0.1645 4.4696 0.1 -0.3 -0.1
C 3.1604 -1.0970 4.0270 0.0 -0.5 -0.1
C 2.2635 -2.1716 4.0533 0.2 0.3 0.2
C 0.9795 -1.9614 4.5169 0.1 0.0 -0.1
C 0.5766 -0.6933 4.9458 0.5 0.1 -0.2
N -0.7285 -0.6401 5.4308 -1.0 -0.1 0.6
C -1.7074 0.3429 5.3792 -0.2 0.6 -0.1
C -2.6489 0.3655 6.4181 -0.1 0.5 0.2
C -3.5292 1.4442 6.5507 0.2 -0.2 -0.5
C -3.4972 2.5108 5.6336 -0.2 0.0 0.4
C -2.6275 2.4538 4.5526 0.2 -0.3 0.2
C -1.7999 1.3437 4.3811 0.1 -0.1 0.5
C -1.1320 1.1565 3.0731 1.2 -0.5 -1.7
O -0.5825 2.0869 2.4216 -1.0 -1.4 0.9
O -1.2027 -0.0770 2.6224 -0.3 1.6 1.6
C 1.4877 0.3871 4.9728 -0.2 -0.7 -0.2
C 1.1620 1.7308 5.5308 0.0 0.6 0.2
H 3.4380 2.0614 3.6859 0.1 -0.1 0.2
H 4.0009 1.7454 5.3471 -0.1 -0.1 -0.2
H 4.7250 0.8719 3.9805 -0.2 0.2 0.1
H 4.1822 -1.2449 3.6633 -0.4 0.0 0.1
H 2.5567 -3.1632 3.7206 0.0 0.2 0.0
H 0.2448 -2.7702 4.5530 0.3 0.2 -0.2
H -1.0726 -1.5062 5.8358 0.3 0.3 -0.2
H -2.6199 -0.4419 7.1646 -0.1 0.5 -0.3
H -4.2384 1.4434 7.3757 0.1 0.1 -0.1
H -4.1550 3.3766 5.7616 0.2 -0.4 0.0
H -2.5523 3.2524 3.8113 -0.2 -0.3 0.2
H 1.0485 2.4716 4.7252 -0.1 -0.1 0.2
H 0.2525 1.7350 6.1317 0.1 0.0 -0.1
H 1.9845 2.0869 6.1694 -0.2 -0.1 -0.1
```
Forces are in eV/Å.

Output
Calculated total energy: -1664.28140 Ha
Kohn-Sham gap: 6.73 eV
Net charge: -1